No. 1
Here is a gas-phase ion, C4H8N2P (charge +1) at a distorted geometry from OMol25. Energies are from wB97M-V/def2-TZVPD.

Structure (XYZ):
```
15
Properties=species:S:1:pos:R:3:forces:R:3
C 0.2701 -1.5138 -0.3129 0.21 -0.95 1.71
C 0.7093 -0.2540 0.0018 0.89 -1.46 -1.14
C -1.4886 -0.2284 -0.1356 0.15 -0.54 -0.64
C 2.0819 0.2059 0.2428 1.64 1.13 1.64
N -1.1119 -1.5098 -0.2805 2.47 3.60 -0.30
N -0.4050 0.5428 -0.0172 -0.70 1.01 1.01
P -3.1331 0.1980 0.2355 -3.32 -0.77 -0.19
H 0.7043 -2.5116 -0.2047 0.50 0.78 -0.46
H 2.3245 1.1346 -0.2959 -0.18 -0.33 0.00
H 2.2728 0.4607 1.3468 -0.60 -0.33 -1.39
H 2.8872 -0.5177 0.0243 -0.80 0.08 -0.21
H -1.6211 -2.3292 -0.3188 -1.71 -1.53 -0.25
H -0.4863 1.5538 0.2793 0.42 -1.68 -0.66
H -3.6530 -0.8956 -0.6387 0.32 1.11 0.99
H -3.5403 1.2264 -0.6589 0.70 -0.14 -0.11
```
Forces are in eV/Å.

Results
E_LUMO	-0.1305	Ha
total charge	+1
highest occupied orbital energy	-13.3	eV
strongest force on any atom	4.38	eV Å⁻¹
SMILES string	Cc1c[nH]c(P)[nH+]1

---

No. 2
Here is 2 unconnected molecules or ions with the total composition C4H8N2S at a distorted geometry from OMol25. Energies are from wB97M-V/def2-TZVPD.

Structure (XYZ):
```
15
Properties=species:S:1:pos:R:3:forces:R:3
C -2.5948 -0.8560 -0.0142 0.33 -2.12 -0.32
C -0.6135 0.4669 0.1289 3.17 -1.89 0.20
C 1.7047 1.4387 0.0682 1.80 0.95 -4.20
C 1.4991 -0.9662 -0.1123 -1.76 -0.25 0.55
H -2.9001 -1.0152 1.0704 -1.57 0.14 -1.79
H -2.5251 -2.2957 -0.5686 -0.56 4.48 1.38
H -3.1738 -0.0450 -0.8530 1.65 -2.56 2.90
H -1.0034 1.4626 0.1992 -0.07 0.73 -0.81
H 2.2257 1.6804 0.9884 -1.02 0.18 0.70
H 1.0687 2.2003 -0.5335 1.68 -0.24 1.65
H 2.7784 1.2038 -0.5557 -3.26 0.66 1.04
H 0.7387 -1.9268 -0.2359 2.12 2.81 0.24
N -1.2026 -0.6082 0.3528 -1.17 -0.58 -2.35
N 0.8465 0.2982 -0.0526 0.20 -1.54 1.19
S 3.1515 -1.0377 0.1180 -1.54 -0.79 -0.37
```
Forces are in eV/Å.

Results
E_LUMO	-0.0040	Ha
highest occupied orbital energy	-8.4	eV
strongest force on any atom	4.72	eV Å⁻¹

---

No. 3
Here is 2 unconnected molecules or ions with the total composition C4H8N2S at a distorted geometry from OMol25. Energies are from wB97M-V/def2-TZVPD.

Structure (XYZ):
```
15
Properties=species:S:1:pos:R:3:forces:R:3
C 2.4259 -0.3501 1.8059 1.34 -1.01 -0.66
C -0.9328 0.3019 0.9203 1.26 -0.59 -3.30
C -1.1165 0.1896 -0.5863 -0.03 1.78 -2.15
C -0.4730 0.7522 -1.9984 -1.78 -3.57 3.16
N -0.3873 -0.7956 0.1200 -0.48 -2.37 -0.34
N 2.2875 -0.9155 0.7334 -1.80 0.94 1.59
S 2.9051 0.2296 3.2090 -0.52 0.06 -0.48
H -0.1383 0.7897 1.3569 1.48 1.53 0.77
H -1.7657 0.2198 1.4915 -2.46 -0.57 1.57
H -2.1631 -0.0325 -0.8084 0.14 -0.36 0.19
H 0.3206 1.3462 -1.7978 2.55 1.94 0.39
H -1.2120 1.2269 -2.5768 -0.85 0.49 -0.73
H -0.1284 -0.2156 -2.4048 -0.16 0.70 -0.37
H -0.8213 -1.7297 0.0158 0.05 0.80 0.96
H 1.1994 -1.0169 0.5198 1.24 0.21 -0.63
```
Forces are in eV/Å.

Results
E_LUMO	0.0286	Ha
highest occupied orbital energy	-8.9	eV
strongest force on any atom	5.09	eV Å⁻¹
SMILES string	C[C@@H]1CN1.N=C=S